Record 1
Entry from OMol25: a cluster of 12 separate species, C64H150B4F16N8O3 in total in a non-equilibrium geometry (wB97M-V/def2-TZVPD).

Calculated values
E	-4889.1408	Eh
energy above the lowest of the compared OMol25 structures with the same formula, charge and spin	8.98	kcal/mol
charge	+4
HOMO energy	-16.4	eV

Cartesian coordinates (Å):
C  -0.931  6.891  2.505
C  -0.962  5.391  2.694
N  -1.980  4.973  3.778
C  -3.396  5.193  3.302
C  -1.821  3.491  4.075
C  -1.897  2.581  2.863
C  -1.768  5.785  5.047
C  -2.446  5.277  6.312
O  -1.792  4.105  6.810
C  -2.556  3.503  7.827
H  -1.862  7.335  2.160
H  -0.196  7.086  1.718
H  -0.521  7.499  3.312
H  -0.037  4.969  3.088
H  -1.292  4.869  1.798
H  -4.133  4.968  4.065
H  -3.600  4.684  2.362
H  -3.439  6.247  3.030
H  -2.752  3.319  4.616
H  -0.922  3.312  4.656
H  -1.831  1.553  3.224
H  -1.108  2.848  2.166
H  -2.848  2.511  2.327
H  -1.988  6.835  4.865
H  -0.683  5.790  5.172
H  -3.499  5.085  6.093
H  -2.314  5.993  7.123
H  -3.401  2.889  7.496
H  -2.964  4.219  8.547
H  -1.935  2.837  8.425
C  -7.324  1.071  1.884
C  -7.404  0.217  3.160
N  -6.646  -1.113  3.152
C  -5.199  -0.704  3.257
C  -7.011  -1.987  4.343
C  -6.605  -1.467  5.714
C  -6.772  -1.916  1.869
C  -8.033  -2.744  1.720
O  -9.152  -2.050  2.180
C  -10.319  -2.823  2.343
H  -7.780  2.029  2.119
H  -7.976  0.588  1.151
H  -6.363  1.108  1.374
H  -8.463  0.003  3.288
H  -7.037  0.713  4.054
H  -4.945  -0.050  2.425
H  -4.528  -1.562  3.266
H  -4.997  -0.115  4.148
H  -6.489  -2.903  4.058
H  -8.070  -2.182  4.179
H  -7.159  -1.905  6.539
H  -6.672  -0.383  5.799
H  -5.555  -1.732  5.847
H  -5.913  -2.586  1.891
H  -6.671  -1.255  1.010
H  -7.843  -3.663  2.288
H  -8.172  -2.995  0.663
H  -10.100  -3.760  2.861
H  -10.865  -3.061  1.425
H  -11.057  -2.276  2.928
C  3.756  5.795  -2.684
C  3.814  6.222  -1.209
N  2.796  5.636  -0.236
C  1.439  6.147  -0.702
C  2.857  4.100  -0.393
C  2.033  3.339  0.671
C  3.029  6.109  1.203
C  4.205  5.461  1.911
O  5.452  5.443  1.249
C  6.144  6.688  1.295
H  4.029  4.745  -2.795
H  4.618  6.328  -3.091
H  2.880  6.082  -3.257
H  3.669  7.301  -1.121
H  4.778  6.040  -0.738
H  1.436  7.232  -0.638
H  0.683  5.677  -0.079
H  1.380  5.817  -1.734
H  3.926  3.936  -0.257
H  2.649  3.921  -1.442
H  2.325  2.290  0.605
H  0.959  3.452  0.527
H  2.225  3.616  1.707
H  2.031  5.965  1.613
H  3.130  7.188  1.066
H  3.962  4.403  2.020
H  4.393  5.840  2.919
H  7.039  6.595  0.684
H  6.399  6.944  2.324
H  5.629  7.558  0.872
C  -4.560  -6.153  -0.542
C  -5.251  -5.608  -1.808
C  -4.295  -5.526  -3.005
N  -5.007  -5.409  -4.347
C  -5.846  -4.170  -4.443
C  -5.726  -6.703  -4.760
C  -4.628  -7.655  -5.143
C  -3.475  -6.804  -5.653
C  -3.842  -5.342  -5.366
H  -4.319  -7.211  -0.630
H  -5.272  -6.086  0.285
H  -3.686  -5.597  -0.212
H  -5.513  -4.555  -1.655
H  -6.150  -6.185  -2.014
H  -3.636  -6.395  -2.987
H  -3.588  -4.704  -2.908
H  -6.643  -4.291  -3.714
H  -6.203  -4.054  -5.463
H  -5.255  -3.290  -4.199
H  -6.497  -6.514  -5.504
H  -6.225  -6.987  -3.834
H  -4.942  -8.427  -5.842
H  -4.250  -8.177  -4.264
H  -3.297  -6.945  -6.716
H  -2.594  -7.057  -5.065
H  -4.308  -4.879  -6.236
H  -2.996  -4.764  -5.006
C  2.044  -4.183  0.856
C  2.746  -3.736  2.147
C  3.850  -4.741  2.435
N  4.416  -4.637  3.872
C  5.048  -3.320  4.190
C  5.471  -5.710  4.120
C  5.271  -6.152  5.598
C  3.951  -5.535  6.081
C  3.284  -4.956  4.833
H  1.487  -5.067  1.166
H  2.782  -4.464  0.106
H  1.398  -3.408  0.454
H  2.101  -3.708  3.024
H  3.204  -2.749  2.040
H  4.777  -4.594  1.878
H  3.521  -5.774  2.331
H  4.265  -2.572  4.289
H  5.791  -3.093  3.428
H  5.614  -3.402  5.117
H  6.482  -5.385  3.893
H  5.256  -6.623  3.566
H  6.065  -5.702  6.196
H  5.345  -7.230  5.694
H  3.985  -4.742  6.825
H  3.325  -6.322  6.501
H  2.836  -3.988  5.050
H  2.538  -5.590  4.363
C  2.183  -0.499  -1.103
C  0.790  -0.258  -1.691
C  -0.220  -0.313  -0.528
N  -1.622  -0.779  -0.883
C  -2.277  0.177  -1.831
C  -1.584  -2.196  -1.416
C  -1.619  -3.042  -0.169
C  -2.363  -2.295  0.940
C  -2.567  -0.908  0.315
H  2.224  -1.548  -0.805
H  2.448  0.097  -0.228
H  2.937  -0.248  -1.851
H  0.606  -1.049  -2.420
H  0.826  0.686  -2.233
H  -0.288  0.592  0.067
H  0.210  -1.182  -0.028
H  -1.556  0.225  -2.648
H  -2.614  1.108  -1.384
H  -3.157  -0.277  -2.292
H  -2.495  -2.263  -2.019
H  -0.817  -2.536  -2.112
H  -2.052  -4.017  -0.373
H  -0.603  -3.153  0.212
H  -3.316  -2.809  1.089
H  -1.899  -2.149  1.913
H  -3.589  -0.748  -0.032
H  -2.406  -0.083  1.010
C  7.774  -2.404  -2.794
C  8.020  -1.265  -1.783
C  6.819  -1.265  -0.822
N  6.958  -0.261  0.345
C  8.188  -0.581  1.160
C  5.712  -0.303  1.233
C  5.422  1.138  1.560
C  5.774  1.840  0.295
C  7.051  1.171  -0.135
H  8.679  -2.572  -3.372
H  6.990  -2.145  -3.506
H  7.456  -3.293  -2.251
H  7.990  -0.245  -2.161
H  8.917  -1.473  -1.202
H  6.620  -2.279  -0.475
H  5.936  -0.835  -1.299
H  8.169  -1.640  1.415
H  8.044  -0.034  2.090
H  9.075  -0.337  0.590
H  5.833  -0.935  2.109
H  4.907  -0.725  0.629
H  6.083  1.425  2.386
H  4.400  1.280  1.915
H  5.817  2.931  0.302
H  5.020  1.669  -0.482
H  7.983  1.620  0.196
H  6.938  1.275  -1.218
C  2.712  3.515  -9.123
C  1.594  2.676  -8.510
C  1.693  2.709  -6.975
N  0.614  1.921  -6.233
C  0.539  0.498  -6.741
C  -0.715  2.644  -6.347
C  -1.365  2.431  -4.993
C  -0.232  2.685  -4.049
C  0.921  1.969  -4.744
H  3.699  3.172  -8.810
H  2.584  4.556  -8.814
H  2.742  3.520  -10.211
H  1.799  1.667  -8.871
H  0.608  3.019  -8.826
H  1.613  3.730  -6.608
H  2.614  2.203  -6.687
H  -0.282  0.040  -6.202
H  1.509  0.008  -6.723
H  0.310  0.635  -7.797
H  -1.315  2.234  -7.158
H  -0.557  3.705  -6.527
H  -1.811  1.437  -4.887
H  -2.215  3.094  -4.826
H  -0.294  2.327  -3.022
H  -0.048  3.758  -3.962
H  1.004  0.924  -4.456
H  1.833  2.530  -4.557
B  0.029  -6.102  -2.237
F  0.811  -4.921  -2.353
F  0.286  -6.960  -3.302
F  0.276  -6.794  -1.053
F  -1.355  -5.769  -2.335
B  -2.128  3.792  -0.829
F  -3.233  3.354  -0.073
F  -1.012  2.982  -0.537
F  -2.437  3.753  -2.188
F  -1.826  5.116  -0.450
B  4.640  0.862  -3.834
F  4.278  1.460  -2.621
F  4.256  -0.491  -3.941
F  3.993  1.514  -4.912
F  6.013  1.026  -3.993
B  1.160  -0.063  3.114
F  0.681  1.256  3.315
F  2.115  -0.050  2.076
F  1.630  -0.630  4.263
F  -0.005  -0.762  2.617

Record 2
Entry from OMol25: the molecule C4H8N2OS (wB97M-V/def2-TZVPD).

Calculated values
SMILES	CN(C)/N=C\C(O)=S
E	-740.0836	Eh
energy above the lowest of the compared OMol25 structures with the same formula, charge and spin	49.23	kcal/mol
charge	0
HOMO energy	-8.8	eV

Cartesian coordinates (Å):
C  1.981  0.164  -0.250
C  0.189  -1.031  -1.287
C  -0.792  -0.170  1.551
C  -1.588  0.984  0.977
H  2.558  -0.771  -0.092
H  2.253  0.622  -1.197
H  2.244  0.877  0.526
H  0.472  -0.611  -2.244
H  0.675  -2.002  -1.138
H  -0.895  -1.204  -1.323
H  -1.121  -0.534  2.528
H  -2.843  1.370  -0.368
N  0.538  -0.081  -0.256
N  0.227  -0.682  1.011
O  -2.357  0.596  -0.036
S  -1.542  2.475  1.601